# 1
Entry from OMol25: a structure of composition C14H12BrFeN3O8S2 (the ωB97M-V functional and the def2-TZVPD basis).

Positions of all 41 atoms, in Å:
Fe 0.729 -0.222 0.332
N -2.469 -0.184 1.543
C -3.118 0.414 0.521
C -4.492 0.301 0.354
C -5.157 0.913 -0.718
C -4.478 1.657 -1.642
C -3.074 1.801 -1.510
C -2.310 2.569 -2.420
C -0.971 2.702 -2.236
C -0.364 2.044 -1.145
N -1.031 1.296 -0.302
C -2.380 1.178 -0.452
H -3.024 -0.588 2.274
H -1.501 0.042 1.793
H -5.056 -0.277 1.078
H -6.231 0.790 -0.806
H -4.987 2.136 -2.471
H -2.812 3.038 -3.260
H -0.354 3.270 -2.919
H 0.703 2.120 -0.983
O -0.049 2.277 2.908
S 0.929 1.226 2.653
O 1.883 1.042 3.737
O 1.642 1.453 1.336
O 0.192 -0.092 2.369
O 0.519 -0.554 -3.415
S 1.203 -1.039 -2.223
O 2.097 -2.163 -2.483
O 0.169 -1.443 -1.159
O 1.933 0.083 -1.520
Br 0.866 -3.708 1.297
C 2.530 -2.829 1.087
C 3.698 -3.572 1.184
C 4.894 -2.892 1.044
C 4.877 -1.523 0.823
C 3.655 -0.882 0.735
N 2.498 -1.536 0.868
H 3.655 -4.637 1.354
H 5.832 -3.430 1.106
H 5.792 -0.960 0.710
H 3.560 0.181 0.557

The value obtained for the energy above the lowest of the compared OMol25 structures with the same formula, charge and spin is 0.0 kcal/mol. The spin multiplicity is 5. Its expectation value of S² is 6.007. The HOMO-LUMO gap (alpha / beta) is 6.81 / 6.33 eV. Its total charge is -2.



# 2
Entry from OMol25: an isolated molecule of C30H44O9 at a distorted geometry (the ωB97M-V functional and the def2-TZVPD basis).

Positions of all 83 atoms, in Å:
C 8.211 -1.720 2.187
O 7.149 -1.365 1.330
C 6.608 -2.438 0.592
C 5.952 -1.839 -0.661
O 5.607 -2.872 -1.551
C 4.687 -1.054 -0.269
O 4.117 -0.635 -1.470
C 2.808 -0.057 -1.444
C 2.551 0.853 -0.248
C 1.158 1.474 -0.321
C 0.065 0.392 -0.385
C 0.101 -0.389 0.909
O 0.135 0.095 2.008
C 0.336 -0.507 -1.606
C -0.740 -1.579 -1.784
C -2.125 -0.948 -1.867
C -2.404 -0.082 -0.635
C -1.345 1.037 -0.539
C -1.644 2.075 0.553
C -3.089 2.587 0.537
C -4.065 1.415 0.568
C -3.901 0.639 1.881
C -5.590 1.744 0.448
C -5.866 3.111 -0.078
C -5.971 4.232 0.644
C -6.192 5.370 -0.259
O -6.332 6.533 -0.002
O -6.218 4.886 -1.529
C -6.031 3.488 -1.521
C -6.176 0.578 -0.386
C -5.012 -0.364 -0.736
C -3.797 0.565 -0.694
O -3.861 1.439 -1.817
C 1.726 -1.137 -1.527
O 3.795 -1.875 0.437
C 4.338 -2.338 1.663
C 3.234 -3.078 2.402
C 5.561 -3.241 1.397
O 5.223 -4.427 0.738
H 7.886 -2.400 2.981
H 8.562 -0.790 2.630
H 9.027 -2.191 1.627
H 7.402 -3.127 0.264
H 6.657 -1.139 -1.133
H 4.945 -2.498 -2.152
H 4.986 -0.198 0.367
H 2.789 0.541 -2.365
H 3.305 1.643 -0.219
H 2.629 0.268 0.670
H 1.013 2.083 0.570
H 1.081 2.117 -1.201
H 0.079 -1.489 0.798
H 0.309 0.142 -2.491
H -0.712 -2.292 -0.959
H -0.539 -2.138 -2.701
H -2.880 -1.732 -1.949
H -2.171 -0.331 -2.768
H -2.354 -0.722 0.248
H -1.354 1.565 -1.500
H -0.994 2.937 0.399
H -1.412 1.664 1.534
H -3.252 3.166 -0.371
H -3.248 3.243 1.394
H -2.901 0.242 2.013
H -4.607 -0.183 1.947
H -4.094 1.319 2.708
H -6.011 1.724 1.456
H -5.910 4.351 1.708
H -5.145 3.227 -2.108
H -6.908 3.021 -1.982
H -6.623 0.956 -1.303
H -6.953 0.056 0.171
H -4.907 -1.164 -0.005
H -5.152 -0.818 -1.718
H -3.884 0.892 -2.610
H 1.812 -1.782 -0.654
H 1.904 -1.749 -2.414
H 4.684 -1.469 2.247
H 3.583 -3.372 3.387
H 2.365 -2.435 2.505
H 2.962 -3.968 1.841
H 5.986 -3.539 2.362
H 5.041 -4.200 -0.189

Its structure (SMILES) is CO[C@@H]1[C@@H](O)[C@@H](O[C@@H]2CC[C@]3(C=O)[C@H](CC[C@H]4[C@H]3CC[C@@]3(C)[C@@H](C5=CC(=O)OC5)CC[C@]43O)C2)O[C@@H](C)[C@H]1O. The value obtained for the energy above the lowest of the compared OMol25 structures with the same formula, charge and spin is 0.0 kcal/mol. The HOMO-LUMO gap is 9.90 eV.



# 3
Entry from OMol25: a structure of composition H28O14 at a distorted geometry (the ωB97M-V functional and the def2-TZVPD basis).

Positions of all 42 atoms, in Å:
H 0.494 0.068 -0.176
H -0.180 1.502 0.090
H -5.444 -0.359 -0.218
H -4.089 -0.371 0.286
H 4.243 0.984 1.342
H 4.718 1.298 -0.048
H 2.067 -1.369 -2.687
H 1.081 -0.479 -2.292
H -2.859 -1.442 1.478
H -2.227 -1.618 2.727
H -0.689 0.434 -2.137
H -0.473 1.900 -2.713
H 3.504 -3.400 1.191
H 3.598 -1.829 1.391
H -0.267 -0.677 2.959
H -1.478 0.180 3.571
H 3.056 0.375 -0.919
H 3.993 -0.445 -1.795
H -0.041 -4.775 -1.087
H -0.028 -3.738 -2.006
H 0.854 3.891 0.756
H 0.110 3.191 1.788
H -3.183 4.869 -1.585
H -1.758 4.453 -1.257
H -3.150 -1.983 -1.948
H -3.795 -0.689 -1.501
H 1.920 0.429 1.008
H 1.089 0.179 2.189
O -0.143 0.531 0.334
O -5.006 -0.449 0.574
O 3.887 0.999 0.481
O 1.536 -1.166 -1.946
O -2.913 -2.040 2.270
O -0.513 1.017 -2.960
O 4.128 -2.679 1.282
O -0.656 -0.246 3.814
O 3.669 0.460 -1.598
O -0.635 -4.142 -1.372
O 0.737 3.872 1.691
O -2.684 4.124 -1.249
O -3.569 -1.623 -1.168
O 1.095 0.762 1.443

The value obtained for the energy above the lowest of the compared OMol25 structures with the same formula, charge and spin is 232.4 kcal/mol. The HOMO-LUMO gap is 7.19 eV.